[1]
Density functional theory data (the ωB97M-V functional and the def2-TZVPD basis) for C19H30Cl5O7P2Pd as an isolated structure.

## Properties
* HOMO-LUMO gap: 5.3 eV
* largest force on an atom: 0.0172 hartree/bohr
* total charge: +3

Geometry (Å):
Pd 0.7032 -1.7226 1.2446
C -1.1766 4.0759 2.5150
C -0.9256 2.5945 2.4042
C -2.1546 1.7377 2.5942
O -0.3591 2.3361 1.0384
P 0.7531 1.3051 0.7669
O 0.7726 0.1877 1.8232
C 0.3994 0.5865 -0.8416
P -1.1146 -0.3831 -0.7888
O -1.0869 -1.3365 0.4205
O -2.3561 0.5100 -0.6547
C -2.9115 1.3670 -1.7523
C -4.3342 0.9271 -1.9887
C -2.7902 2.8093 -1.3236
O -1.0716 -1.0892 -2.1677
C -1.9274 -2.2535 -2.5355
C -1.1071 -3.5101 -2.3613
C -2.3917 -2.0366 -3.9532
O 2.1483 1.9555 0.7506
C 2.7371 3.0354 -0.0918
C 1.7459 4.1380 -0.3862
C 3.3569 2.4281 -1.3297
H -1.6385 4.2907 3.4778
H -1.8500 4.4164 1.7268
H -0.2512 4.6456 2.4424
H -0.1718 2.2994 3.1355
H -2.9125 1.9864 1.8505
H -2.5676 1.9179 3.5856
H -1.9145 0.6779 2.4994
H 1.2252 -0.0970 -1.0588
H 0.3567 1.3279 -1.6420
H -2.3131 1.1875 -2.6488
H -4.9373 1.0798 -1.0935
H -4.3883 -0.1279 -2.2586
H -4.7616 1.5148 -2.8007
H -3.3863 2.9873 -0.4280
H -3.1659 3.4502 -2.1205
H -1.7558 3.0819 -1.1126
H -2.7814 -2.2708 -1.8540
H -0.2443 -3.4942 -3.0284
H -1.7174 -4.3792 -2.6032
H -0.7657 -3.6031 -1.3281
H -1.5430 -2.0402 -4.6379
H -2.9170 -1.0885 -4.0616
H -3.0688 -2.8409 -4.2390
H 3.5261 3.4227 0.5475
H 0.9073 3.7774 -0.9880
H 2.2526 4.9182 -0.9529
H 1.3560 4.5812 0.5282
H 2.6018 2.1059 -2.0504
H 3.9899 1.5788 -1.0724
H 3.9779 3.1787 -1.8168
Cl 4.6980 -7.4092 2.7355
C 4.0537 -5.9135 2.6574
C 2.8052 -5.7300 1.8683
Cl 2.0833 -7.0529 1.1277
C 2.2887 -4.4982 1.7768
Cl 0.8309 -4.1697 0.9272
C 2.9415 -3.3396 2.3954
O 2.5230 -2.2122 2.2314
C 4.1636 -3.5784 3.2429
Cl 4.8106 -2.2722 4.0168
C 4.6884 -4.8409 3.3505
Cl 6.0623 -5.1306 4.2899

Cartesian forces, eV/Å:
Pd -0.4 0.4 0.5
C 0.0 0.1 -0.3
C -0.2 0.1 0.7
C 0.0 0.0 -0.4
O -0.1 -0.3 0.1
P 0.2 0.7 -0.1
O 0.2 -0.8 -0.4
C -0.1 -0.1 0.3
P -0.1 0.1 -0.6
O 0.8 -0.1 0.1
O 0.0 -0.1 0.2
C -0.2 0.2 -0.3
C 0.0 -0.2 0.2
C 0.1 -0.1 0.2
O 0.1 -0.2 0.1
C -0.3 -0.2 -0.1
C 0.1 0.1 0.0
C 0.1 0.1 0.0
O 0.0 -0.3 0.1
C 0.2 0.4 -0.2
C -0.1 -0.2 0.1
C -0.1 -0.2 0.1
H 0.0 0.0 0.0
H 0.0 0.0 0.0
H 0.0 0.0 0.0
H 0.2 0.0 -0.1
H 0.0 0.0 0.1
H 0.0 0.0 0.0
H 0.0 0.0 0.1
H 0.0 0.0 -0.2
H -0.1 0.1 0.1
H 0.1 -0.1 0.1
H 0.0 0.0 0.0
H 0.0 0.0 -0.1
H 0.0 0.0 0.0
H 0.0 0.0 0.0
H 0.0 0.0 0.0
H 0.0 0.0 0.0
H 0.0 0.1 0.1
H 0.0 0.0 0.0
H 0.0 0.0 0.0
H 0.0 0.0 0.0
H 0.0 0.0 0.0
H 0.0 0.0 0.0
H 0.0 0.0 0.0
H 0.0 -0.1 0.1
H 0.0 0.0 0.0
H 0.0 0.0 0.0
H 0.0 0.0 0.0
H 0.0 0.0 0.0
H 0.0 0.0 0.0
H 0.0 0.0 0.0
Cl 0.0 -0.1 0.0
C 0.1 0.1 0.1
C 0.0 -0.2 -0.1
Cl 0.1 -0.1 0.0
C -0.1 0.3 0.1
Cl -0.2 0.1 -0.2
C 0.0 -0.3 -0.1
O -0.3 0.5 0.0
C 0.0 0.1 0.0
Cl 0.0 0.1 0.0
C 0.0 -0.1 0.0
Cl 0.0 0.0 0.0

***

[2]
Density functional theory data (the ωB97M-V functional and the def2-TZVPD basis) for a 5-piece molecular cluster, C43H75IN2O18S5 overall.

## Properties
* SMILES: CCOC(=O)CCCc1c(N)c(OCC)c(O)c2c1Nc1cc(CC(=O)I)c(CCCCOC)c(CC(C)C)c1S2.CCOS(C)(=O)=O.CCOS(C)(=O)=O.CCOS(C)(=O)=O.CCOS(C)(=O)=O
* HOMO-LUMO gap: 7.8 eV
* largest force on an atom: 0.0112 hartree/bohr

Geometry (Å):
C 0.5441 3.2593 3.3140
C -0.7784 3.9924 3.1397
O -1.0175 4.3368 1.7637
C -1.3850 3.3484 0.9478
O -1.7637 2.2663 1.3344
C -1.3020 3.7272 -0.5055
C -0.9551 2.5265 -1.3678
C 0.4936 2.0716 -1.1648
C 0.7336 0.7234 -1.7767
C 1.4050 0.5998 -3.0005
N 1.8614 1.7339 -3.7011
C 1.6536 -0.6592 -3.5454
O 2.3423 -0.7763 -4.7300
C 3.7652 -0.7340 -4.5952
C 4.3246 -1.6308 -3.5113
C 1.1604 -1.8071 -2.9319
O 1.3964 -3.0435 -3.4863
C 0.4490 -1.6872 -1.7421
C 0.2627 -0.4337 -1.1584
N -0.4732 -0.4036 0.0432
C -0.0486 -1.3003 1.0459
C 0.1762 -0.8772 2.3396
C 0.5689 -1.7808 3.3172
C 0.7775 -1.1985 4.6886
C 1.7149 -0.0153 4.7589
O 1.5376 0.9699 5.3809
I 3.5633 -0.1973 3.5959
C 0.7334 -3.1362 3.0154
C 1.0839 -4.1415 4.0897
C -0.1385 -4.9172 4.6021
C -1.2064 -4.0535 5.2923
C -2.3727 -3.6197 4.4076
O -2.2369 -2.2420 4.1080
C -3.3018 -1.7498 3.3260
C 0.5377 -3.5747 1.6829
C 0.7387 -5.0259 1.3071
C 1.9446 -5.3779 0.3802
C 2.9690 -4.2548 0.2636
C 1.5359 -5.9599 -0.9856
C 0.1379 -2.6429 0.7266
S -0.2395 -3.0914 -0.9393
H 1.0212 3.5618 4.2420
H 1.2088 3.4665 2.4788
H 0.3838 2.1844 3.3726
H -1.6074 3.4033 3.5241
H -0.7800 4.9410 3.6674
H -2.2917 4.0885 -0.7984
H -0.6195 4.5638 -0.6377
H -1.6289 1.7041 -1.1377
H -1.1162 2.8025 -2.4124
H 1.1944 2.8016 -1.5604
H 0.6652 1.9968 -0.0862
H 2.1373 1.4698 -4.6387
H 1.1347 2.4334 -3.7780
H 4.1574 -1.0341 -5.5644
H 4.0987 0.2946 -4.4217
H 3.9196 -2.6378 -3.5781
H 4.1688 -1.2264 -2.5140
H 5.4027 -1.7043 -3.6627
H 0.7179 -3.2432 -4.1382
H -0.5910 0.5285 0.4184
H 0.0263 0.1682 2.5893
H -0.1726 -0.8382 5.0837
H 1.1711 -1.9265 5.3945
H 1.5897 -3.6830 4.9363
H 1.7921 -4.8576 3.6825
H -0.5955 -5.4070 3.7420
H 0.2099 -5.7010 5.2732
H -0.7623 -3.1625 5.7319
H -1.6075 -4.6306 6.1255
H -3.3251 -3.7789 4.9245
H -2.3786 -4.1968 3.4768
H -3.0155 -0.7638 2.9681
H -3.4904 -2.3959 2.4649
H -4.2170 -1.6649 3.9196
H -0.1833 -5.3918 0.8472
H 0.8627 -5.6105 2.2071
H 2.4574 -6.1920 0.8942
H 2.5587 -3.3417 -0.1635
H 3.4297 -4.0430 1.2292
H 3.7745 -4.5830 -0.3958
H 0.5212 -5.6898 -1.2628
H 1.5643 -7.0493 -0.9489
H 2.2059 -5.6334 -1.7777
O -1.5932 2.2564 -5.4992
S -2.8446 1.6159 -5.7902
O -3.9914 1.9473 -5.0040
O -2.6194 0.0467 -5.7871
C -1.9841 -0.5028 -4.6082
C -2.8962 -0.5889 -3.4009
C -3.2265 1.8019 -7.4948
H -1.0839 0.0756 -4.3907
H -1.6725 -1.5028 -4.9044
H -3.1923 0.3923 -3.0327
H -2.3510 -1.1010 -2.6062
H -3.8065 -1.1408 -3.6345
H -2.3543 1.5328 -8.0837
H -3.4828 2.8493 -7.6455
H -4.0756 1.1664 -7.7300
O 4.1729 -4.9697 5.9954
S 4.8846 -5.1814 4.7694
O 4.4300 -6.2000 3.8704
O 6.4170 -5.4147 5.1068
C 6.7421 -6.4332 6.0825
C 6.5995 -7.8405 5.5425
C 5.0547 -3.6682 3.8992
H 6.1306 -6.2762 6.9719
H 7.7760 -6.2234 6.3475
H 5.5618 -8.0808 5.3186
H 6.9654 -8.5501 6.2850
H 7.1762 -7.9593 4.6256
H 5.4200 -2.9038 4.5784
H 4.0661 -3.4066 3.5335
H 5.7362 -3.8151 3.0649
O -3.4529 6.5806 3.5751
S -4.8819 6.4950 3.6226
O -5.5406 6.4976 4.8921
O -5.3424 5.2324 2.7805
C -4.7198 3.9651 3.0979
C -5.2292 3.3545 4.3867
C -5.5980 7.7261 2.5931
H -3.6379 4.1005 3.1158
H -4.9565 3.3221 2.2534
H -4.9561 3.9558 5.2522
H -4.7986 2.3600 4.5068
H -6.3155 3.2710 4.3680
H -5.1077 7.7048 1.6243
H -5.4308 8.6799 3.0883
H -6.6622 7.5276 2.5032
O -2.4207 7.6062 -6.8505
S -1.8944 7.1468 -8.0995
O -2.5080 6.0273 -8.7478
O -0.3393 6.8855 -7.9341
C 0.0765 6.0172 -6.8491
C -0.2153 4.5597 -7.1253
C -1.7800 8.4815 -9.2372
H -0.3972 6.3560 -5.9268
H 1.1458 6.1953 -6.7581
H -1.2846 4.3747 -7.1662
H 0.1999 3.9366 -6.3361
H 0.2172 4.2615 -8.0814
H -1.2960 9.3210 -8.7470
H -2.7988 8.7362 -9.5198
H -1.2174 8.1513 -10.1058

Cartesian forces, eV/Å:
C -0.3 -0.2 0.0
C 0.0 0.1 0.3
O 0.2 0.0 -0.2
C -0.1 0.1 0.1
O 0.2 -0.2 0.2
C -0.4 0.1 -0.1
C 0.3 0.3 -0.3
C -0.4 -0.3 0.2
C 0.2 0.0 -0.2
C -0.1 0.0 0.0
N -0.1 0.0 0.0
C 0.0 -0.3 0.1
O -0.2 0.1 -0.1
C 0.4 0.1 0.0
C 0.3 -0.1 -0.1
C -0.1 0.3 0.2
O 0.0 -0.1 0.1
C 0.2 0.0 0.0
C -0.3 -0.2 -0.3
N 0.4 0.2 0.1
C -0.1 -0.1 0.1
C 0.0 -0.1 -0.1
C 0.1 0.0 -0.1
C -0.1 -0.1 0.0
C -0.1 0.1 0.0
O 0.1 0.0 0.1
I 0.0 0.0 0.0
C 0.2 0.1 -0.1
C -0.1 -0.1 -0.1
C 0.1 0.3 -0.2
C 0.0 -0.4 0.1
C 0.2 0.3 0.2
O 0.0 0.0 0.0
C 0.2 0.0 0.1
C 0.1 0.2 0.3
C -0.1 -0.1 -0.3
C 0.0 0.0 0.1
C 0.2 -0.2 -0.2
C -0.2 -0.2 0.2
C -0.1 0.1 0.0
S -0.1 -0.3 -0.1
H 0.1 0.0 0.0
H 0.1 0.1 0.0
H 0.1 0.0 -0.1
H -0.1 -0.1 -0.1
H 0.0 0.1 -0.1
H -0.1 0.1 0.1
H 0.1 0.0 0.0
H -0.1 0.0 0.0
H 0.0 -0.1 -0.1
H 0.1 0.1 0.0
H 0.2 0.1 0.0
H 0.0 0.0 0.0
H 0.0 0.1 0.1
H -0.1 -0.1 -0.1
H -0.1 0.1 0.0
H -0.1 0.0 0.0
H -0.2 0.0 0.1
H 0.1 0.0 0.0
H 0.0 0.0 -0.1
H -0.2 0.0 0.0
H 0.0 0.0 0.0
H -0.1 0.0 0.1
H 0.1 0.0 0.1
H 0.1 0.1 0.0
H 0.2 -0.1 0.1
H -0.1 -0.2 0.0
H 0.0 0.0 0.1
H 0.0 0.1 0.1
H -0.1 0.0 0.1
H -0.1 -0.1 0.0
H -0.1 -0.1 -0.1
H 0.0 0.1 0.0
H 0.0 0.0 -0.1
H -0.1 0.0 0.0
H 0.0 0.0 -0.1
H -0.1 -0.1 0.1
H 0.1 0.0 0.1
H -0.1 0.1 0.1
H -0.1 0.2 0.1
H 0.1 0.0 0.0
H 0.0 0.1 -0.1
H 0.1 -0.1 0.0
H 0.0 0.1 -0.1
O 0.0 0.0 0.2
S 0.0 -0.1 -0.1
O 0.0 0.1 0.0
O -0.1 0.1 0.0
C 0.2 -0.2 0.5
C 0.0 0.1 -0.1
C 0.0 0.0 0.0
H 0.0 0.0 0.0
H 0.0 0.0 -0.2
H 0.1 0.0 0.0
H 0.0 -0.1 0.0
H 0.0 -0.1 0.0
H 0.0 0.0 0.0
H 0.0 0.0 0.0
H 0.0 0.0 0.0
O -0.1 0.0 0.0
S 0.1 0.0 0.0
O -0.1 0.0 0.0
O 0.0 0.0 -0.1
C 0.1 -0.2 0.3
C -0.1 0.1 -0.1
C 0.1 0.0 0.0
H -0.1 0.0 -0.1
H 0.0 0.1 -0.1
H 0.0 0.0 0.0
H 0.0 0.0 0.0
H 0.0 0.0 0.0
H 0.0 0.0 0.0
H -0.1 0.0 0.0
H 0.0 0.0 0.0
O 0.1 0.0 0.1
S 0.0 0.0 -0.1
O 0.0 0.0 0.0
O -0.1 0.0 0.0
C 0.2 -0.4 0.0
C -0.1 0.2 0.1
C 0.0 0.0 0.0
H 0.0 0.1 0.0
H -0.1 0.1 -0.1
H 0.0 0.0 0.0
H 0.0 0.0 0.0
H 0.0 0.0 0.0
H 0.0 0.0 0.0
H 0.0 0.0 0.0
H 0.0 0.0 0.0
O -0.1 0.0 0.0
S 0.1 0.0 0.0
O -0.1 0.0 0.0
O 0.0 0.0 -0.1
C 0.1 -0.2 0.3
C 0.0 0.1 -0.2
C 0.0 0.0 0.0
H -0.1 0.0 -0.1
H 0.0 0.1 -0.1
H 0.0 0.0 0.0
H 0.0 0.0 0.0
H 0.0 0.0 0.0
H 0.0 0.0 0.0
H 0.0 0.0 0.0
H 0.0 0.0 0.0

***

[3]
Density functional theory data (the ωB97M-V functional and the def2-TZVPD basis) for C6H10Br2Cl4IrN2 as an isolated structure in a non-equilibrium geometry.

## Properties
* HOMO-LUMO gap (alpha / beta): 4.9 / 4.8 eV
* largest force on an atom: 0.0528 hartree/bohr
* total charge: +3

Geometry (Å):
Ir -0.1538 -0.6453 0.2576
Cl -2.8105 -0.1946 -0.3802
C -2.9484 -1.8466 -1.0019
Cl -1.3656 -2.6121 -0.7871
H -3.1899 -1.8236 -2.0704
H -3.7065 -2.4095 -0.4440
Br 2.1632 -2.2546 0.4656
C 3.2139 -1.0990 1.6174
Br 2.1861 0.5147 1.8989
H 4.1608 -0.8442 1.1371
H 3.3830 -1.6023 2.5725
N 1.0344 2.5030 -2.5424
C 1.5261 1.4235 -3.1904
C 1.2100 0.3271 -2.4014
N 0.5403 0.7601 -1.3046
C 0.4465 2.0924 -1.4145
H 1.1024 3.4574 -2.8857
H 2.0488 1.4685 -4.1313
H 1.4181 -0.7083 -2.5933
H -0.0392 2.7301 -0.6953
Cl -3.7096 0.3662 3.2930
C -1.9905 0.2322 3.6778
Cl -1.1076 -0.8679 2.6147
H -1.8916 -0.1881 4.6892
H -1.5203 1.2209 3.6187

Cartesian forces, eV/Å:
Ir 0.8 1.1 -0.9
Cl 0.8 0.4 0.3
C -1.0 -0.1 -0.4
Cl 1.2 0.7 0.5
H 0.2 0.1 0.3
H 0.3 0.2 0.0
Br -1.2 0.8 -0.3
C 0.3 0.2 0.4
Br -0.6 0.0 -0.4
H -0.3 -0.1 -0.2
H -0.3 0.0 -0.2
N -0.3 -0.2 0.6
C 0.0 -1.7 0.3
C 0.9 0.4 -1.6
N -0.4 -1.5 0.8
C -0.6 0.4 0.9
H -0.1 0.0 0.3
H 0.0 0.1 0.0
H 0.1 -0.1 0.0
H 0.0 0.2 -0.1
Cl 0.8 -0.1 0.0
C -1.6 2.0 0.9
Cl 1.1 -2.3 -0.6
H 0.2 -0.2 -0.5
H -0.1 -0.4 0.0

***

Q: Among the records above, which one has the lowest largest force on an atom?
A: C43H75IN2O18S5

***

Q: What is the formula in the first record?
A: C19H30Cl5O7P2Pd